(1)
{"formula": "C16H30BClNOPPd", "method": "wB97M-V/def2-TZVPD", "elements": ["O", "P", "Cl", "B", "C", "C", "C", "C", "C", "C", "C", "C", "C", "C", "C", "C", "N", "C", "C", "C", "C", "H", "H", "H", "H", "H", "H", "H", "H", "H", "H", "H", "H", "H", "H", "H", "H", "H", "H", "H", "H", "H", "H", "H", "H", "H", "H", "H", "H", "H", "H", "Pd"], "xyz": [[1.814, -0.978, 3.365], [3.380, -1.408, 2.750], [3.194, -3.079, 1.446], [4.072, 0.126, 1.770], [4.805, -0.032, 0.332], [4.221, 1.007, -0.795], [3.586, 0.198, -2.029], [1.985, 0.062, -1.999], [1.360, -0.234, -0.549], [-0.250, -0.256, -0.504], [-0.920, -1.554, -1.176], [-1.291, -2.702, -0.114], [-2.556, -2.394, 0.831], [-3.776, -1.627, 0.131], [-3.634, -0.036, 0.008], [-3.199, 0.734, 1.345], [-2.502, 2.011, 0.887], [-3.255, 2.873, 0.014], [-2.292, 4.076, -0.323], [-0.969, 3.796, 0.431], [-1.146, 2.457, 1.232], [1.269, -0.773, 2.560], [3.898, 1.173, 2.315], [5.929, 0.184, 0.490], [4.674, -1.109, -0.058], [3.507, 1.754, -0.300], [5.135, 1.590, -1.175], [3.876, 0.772, -2.990], [4.026, -0.858, -2.126], [1.723, -0.841, -2.679], [1.474, 0.975, -2.479], [1.681, 0.654, 0.128], [1.802, -1.170, -0.045], [-0.544, -0.282, 0.618], [-0.684, 0.694, -0.976], [-0.105, -2.018, -1.901], [-1.818, -1.235, -1.874], [-1.405, -3.702, -0.689], [-0.370, -2.802, 0.586], [-2.157, -1.913, 1.788], [-2.972, -3.427, 1.156], [-3.845, -2.038, -0.952], [-4.791, -1.866, 0.610], [-2.950, 0.263, -0.856], [-4.686, 0.366, -0.272], [-2.436, 0.193, 1.998], [-4.062, 1.083, 2.009], [-4.335, 2.707, -0.346], [-2.536, 4.955, -1.013], [-0.002, 4.405, 0.450], [-0.450, 1.879, 1.921], [-1.475, -2.652, -2.952]], "lowdin_charge": [-0.36, 0.70, 0.23, -0.29, -0.21, -0.19, -0.19, -0.19, -0.20, -0.18, -0.30, -0.19, -0.18, -0.18, -0.18, -0.11, -0.14, 0.09, 0.04, 0.02, 0.09, 0.03, 0.05, 0.13, 0.07, 0.10, 0.12, 0.13, 0.12, 0.11, 0.13, 0.10, 0.08, 0.10, 0.12, 0.10, 0.07, 0.12, 0.12, 0.10, 0.14, 0.12, 0.13, 0.09, 0.13, 0.12, 0.15, 0.17, 0.13, 0.12, 0.14, 0.58], "homo_lumo_gap_ev": 2.05, "e_tot_ha": -1710.92429, "largest_force_ha_per_bohr": 0.0948, "mol_weight_g_mol": 436.08, "e_homo_ev": -13.800, "charge": 2}

=====

(2)
{"formula": "H10LiO5", "method": "wB97M-V/def2-TZVPD", "elements": ["Li", "O", "H", "H", "O", "H", "H", "O", "H", "H", "O", "H", "H", "O", "H", "H"], "xyz": [[14.419, 3.191, 33.157], [12.066, 2.600, 32.449], [12.132, 2.950, 31.524], [12.276, 1.645, 32.297], [14.038, 4.765, 31.770], [14.828, 5.279, 31.562], [13.329, 5.429, 31.588], [14.536, 1.044, 33.474], [14.634, 0.610, 34.459], [14.784, 0.241, 33.007], [16.391, 3.110, 33.121], [17.312, 2.654, 33.591], [16.831, 3.792, 32.485], [14.137, 4.272, 34.975], [14.576, 5.184, 34.559], [14.440, 4.457, 35.837]], "lowdin_charge": [0.73, -0.10, 0.06, 0.06, -0.09, 0.06, 0.10, -0.14, 0.17, 0.05, -0.23, 0.20, 0.09, -0.12, 0.15, 0.02], "homo_lumo_gap_ev": 11.49, "e_tot_ha": -389.54752, "e_above_lowest_kcal_mol": 43.2, "largest_force_ha_per_bohr": 0.1060, "mol_weight_g_mol": 97.02, "e_homo_ev": -15.144, "charge": 1}

=====

Please write out number 2 again, unchanged.
{"formula": "H10LiO5", "method": "wB97M-V/def2-TZVPD", "elements": ["Li", "O", "H", "H", "O", "H", "H", "O", "H", "H", "O", "H", "H", "O", "H", "H"], "xyz": [[14.419, 3.191, 33.157], [12.066, 2.600, 32.449], [12.132, 2.950, 31.524], [12.276, 1.645, 32.297], [14.038, 4.765, 31.770], [14.828, 5.279, 31.562], [13.329, 5.429, 31.588], [14.536, 1.044, 33.474], [14.634, 0.610, 34.459], [14.784, 0.241, 33.007], [16.391, 3.110, 33.121], [17.312, 2.654, 33.591], [16.831, 3.792, 32.485], [14.137, 4.272, 34.975], [14.576, 5.184, 34.559], [14.440, 4.457, 35.837]], "lowdin_charge": [0.73, -0.10, 0.06, 0.06, -0.09, 0.06, 0.10, -0.14, 0.17, 0.05, -0.23, 0.20, 0.09, -0.12, 0.15, 0.02], "homo_lumo_gap_ev": 11.49, "e_tot_ha": -389.54752, "e_above_lowest_kcal_mol": 43.2, "largest_force_ha_per_bohr": 0.1060, "mol_weight_g_mol": 97.02, "e_homo_ev": -15.144, "charge": 1}